# 1
The following is a quantum chemistry calculation of a structure of composition C3H3NOS3 at a distorted geometry, from the Open Molecules 2025 dataset.

The value obtained for the maximum force is 7.84 eV/A. The value obtained for the energy above the lowest of the compared OMol25 structures with the same formula, charge and spin is 509.6 kJ/mol. The molecular weight comes out at 165.26 Da. The total energy comes out at -1440.46908 a.u. As for the LUMO energy: -0.0522 Ha.

ORCA input file:
```
! RIJCOSX wB97M-V def2-TZVPD def2/J DEFGRID3
* xyz 0 1
C 1.8983 0.2844 0.1055
C 0.6192 -0.5578 -0.1108
C -3.0021 0.4260 -0.1388
H 4.3825 0.0860 0.6075
H 0.7092 -1.7133 -0.9097
H -2.7562 1.5916 -0.7511
N -0.4915 0.2130 0.4328
O 1.8454 1.4746 0.2300
S 3.2637 -0.8497 -0.0214
S -1.9370 -0.6522 0.6407
S -4.5316 -0.3026 -0.0847
*
```

# 2
The following is a quantum chemistry calculation of an isolated molecule of C20H25NO4 at a distorted geometry, from the Open Molecules 2025 dataset.

The value obtained for the maximum force is 1.36 eV/A. The value obtained for the energy above the lowest of the compared OMol25 structures with the same formula, charge and spin is 304.9 kJ/mol. The molecular weight comes out at 343.42 Da. The SMILES is CCOc1ccc(Cc2noc3c2C(=O)CC(C)(C)C3)cc1OCC. The total energy comes out at -1132.78741 a.u. As for the LUMO energy: 0.0251 Ha.

ORCA input file:
```
! RIJCOSX wB97M-V def2-TZVPD def2/J DEFGRID3
* xyz 0 1
C 4.1464 2.7069 2.3188
C 4.4027 3.0239 0.8481
H 3.9988 4.0085 0.5819
H 5.4800 3.0358 0.6562
O 3.9114 2.0256 -0.0202
C 2.5657 1.9315 -0.2734
C 1.6219 2.8442 0.1812
C 0.2742 2.6870 -0.0896
C -0.1669 1.6099 -0.8382
C 0.7673 0.7038 -1.3130
C 2.1255 0.8437 -1.0537
O 2.9138 -0.1620 -1.5420
C 4.2043 0.1237 -2.0529
C 4.1727 1.1386 -3.1900
H 3.8528 2.1104 -2.8211
H 5.1649 1.2367 -3.6219
H 3.4787 0.8140 -3.9620
H 4.5545 -0.8452 -2.4208
H 4.8745 0.4664 -1.2588
H 0.4569 -0.1487 -1.8971
C -1.6410 1.3983 -1.0894
C -2.1797 0.6243 0.0592
N -2.6939 1.1887 1.1167
O -3.0165 0.2011 2.0093
C -2.6860 -0.9759 1.4882
C -2.1434 -0.7940 0.2369
C -1.7403 -1.9070 -0.6113
O -1.4113 -1.8077 -1.7709
C -1.7654 -3.2324 0.1316
H -0.8224 -3.2917 0.6847
H -1.7700 -4.0391 -0.6031
C -2.9419 -3.3952 1.1097
C -4.2638 -3.3328 0.3407
H -4.2901 -4.1030 -0.4262
H -5.1040 -3.4913 1.0132
H -4.3888 -2.3677 -0.1447
C -2.8295 -4.7485 1.8138
H -2.8900 -5.5584 1.0912
H -1.8832 -4.8333 2.3436
H -3.6373 -4.8708 2.5317
C -2.8981 -2.2724 2.1668
H -2.0684 -2.4480 2.8596
H -3.8180 -2.2486 2.7539
H -1.7862 0.8254 -2.0051
H -2.1563 2.3566 -1.1514
H -0.4343 3.4039 0.2961
H 1.9282 3.6941 0.7698
H 3.0804 2.6581 2.5265
H 4.5881 1.7455 2.5694
H 4.5945 3.4756 2.9426
*
```

# 3
The following is a quantum chemistry calculation of a cluster of 2 separate species, C5H14N2O in total at a distorted geometry, from the Open Molecules 2025 dataset.

The value obtained for the maximum force is 1.57 eV/A. The value obtained for the energy above the lowest of the compared OMol25 structures with the same formula, charge and spin is 618.7 kJ/mol. The molecular weight comes out at 118.18 Da. The total energy comes out at -383.46504 a.u. As for the LUMO energy (alpha / beta): -0.0431 / -0.0093 Ha.

ORCA input file:
```
! RIJCOSX wB97M-V def2-TZVPD def2/J DEFGRID3
* xyz 0 1
C 1.6123 -1.0590 0.0094
C -0.5297 -1.0309 -1.2224
C 0.3203 1.7219 -1.9100
N 0.4669 -0.3125 -0.4600
C 0.5278 1.1464 -0.4755
O 1.4742 1.6847 0.1961
H 1.2928 -1.9594 0.5367
H 2.2330 -1.3554 -0.8481
H -0.1723 -1.2189 -2.2428
H -1.4506 -0.4532 -1.2655
H -0.7528 -1.9803 -0.7350
H 2.1988 -0.4237 0.6688
H 0.1641 2.7929 -1.8012
H 1.2374 1.5565 -2.4778
H -0.5171 1.2846 -2.4515
C -1.5051 -0.5062 2.5492
N -0.9841 0.2079 1.4106
H -0.1597 0.7156 1.7491
H -0.5585 1.2827 0.1393
H -2.3587 -1.1263 2.2701
H -1.8081 0.1799 3.3574
H -0.7309 -1.1472 3.0030
*
```

# 4
The following is a quantum chemistry calculation of a cluster of 2 separate species, C4H6Br2Cl2O2 in total at a distorted geometry, from the Open Molecules 2025 dataset.

The value obtained for the maximum force is 1.78 eV/A. The value obtained for the energy above the lowest of the compared OMol25 structures with the same formula, charge and spin is 251.2 kJ/mol. The molecular weight comes out at 316.80 Da. The total energy comes out at -6374.79981 a.u. As for the LUMO energy (alpha / beta): -0.0093 / -0.0411 Ha.

ORCA input file:
```
! RIJCOSX wB97M-V def2-TZVPD def2/J DEFGRID3
* xyz 0 1
C 1.4311 1.0112 1.6673
C 0.0823 0.4466 1.8530
C -0.4406 0.4058 -0.8426
C -0.5258 -0.9256 -1.5102
O -0.6429 -0.8572 -2.8484
O -1.4426 -1.7760 -0.9838
Cl -1.2189 1.3810 2.3101
Cl 0.7243 1.4764 -1.5062
Br -2.2008 1.1693 -0.6544
Br 1.3658 -1.7779 -1.0850
H 1.3881 2.0235 1.2731
H 1.9728 1.0397 2.6179
H 2.0042 0.3812 0.9881
H -0.0297 -0.6237 1.9504
H -0.9347 -1.7087 -3.2014
H -1.5327 -1.6657 -0.0280
*
```

# 5
The following is a quantum chemistry calculation of a structure of composition C5H18O4S at a distorted geometry, from the Open Molecules 2025 dataset.

The value obtained for the maximum force is 10.14 eV/A. The value obtained for the energy above the lowest of the compared OMol25 structures with the same formula, charge and spin is 667.9 kJ/mol. The molecular weight comes out at 174.26 Da. The total energy comes out at -900.12612 a.u. As for the LUMO energy: 0.0083 Ha.

ORCA input file:
```
! RIJCOSX wB97M-V def2-TZVPD def2/J DEFGRID3
* xyz 0 1
C 2.0104 -1.8637 -0.6710
O 1.1841 -1.7551 0.5424
H 1.4249 -1.7189 -1.5789
H 2.7345 -1.0553 -0.5704
H 2.4595 -2.8492 -0.7944
H 1.3856 -2.6041 0.9425
C 1.6334 0.7838 0.6841
O 0.7131 0.0720 -0.0930
H 1.4931 0.4440 1.7102
H 2.6350 0.6468 0.2767
H 1.4681 1.8611 0.6738
H 0.8020 -0.8730 0.0510
C -0.6889 -1.0597 -1.5218
O -1.1049 -2.3861 -1.7394
H -0.9594 -0.4677 -2.3961
H -1.3240 -0.7249 -0.7015
H 0.3773 -1.0083 -1.3011
H -0.6353 -2.7901 -2.4727
C -2.4478 1.6997 -0.1977
S -1.9644 2.6221 1.3737
O -2.9775 2.2130 2.4389
C -0.3768 1.7070 1.6620
H -3.4931 1.8817 -0.4473
H -2.3922 0.6393 0.0487
H -1.7757 1.9041 -1.0311
H 0.1315 1.6556 0.6992
H -0.5472 0.7153 2.0808
H 0.2348 2.3106 2.3326
*
```

# 6
The following is a quantum chemistry calculation of a structure of composition C30H26N7O2S3Ta, from the Open Molecules 2025 dataset.

The value obtained for the maximum force is 0.52 eV/A. The value obtained for the energy above the lowest of the compared OMol25 structures with the same formula, charge and spin is 0.0 kJ/mol. The molecular weight comes out at 793.73 Da. The total energy comes out at -2943.76714 a.u. As for the LUMO energy: -0.2567 Ha.

ORCA input file:
```
! RIJCOSX wB97M-V def2-TZVPD def2/J DEFGRID3
* xyz 2 1
Ta -1.5277 -0.3474 1.6790
C -0.0786 -4.7828 2.0523
C -0.2405 -3.2987 1.9824
N -1.3346 -2.7197 1.6381
N -2.4146 -3.5135 1.3428
C -3.6680 -3.0006 1.4479
N -4.6735 -3.8481 1.2839
S -3.9426 -1.3741 1.7562
C 0.8631 -2.3794 2.3190
C 2.0532 -2.8292 2.8515
C 3.0721 -1.9187 3.1197
C 2.8700 -0.5947 2.8027
C 1.6371 -0.2060 2.2959
N 0.6345 -1.0627 2.0801
H -0.5674 -5.1794 2.9470
H 0.9651 -5.0728 2.0827
H -0.5022 -5.2717 1.1730
H -2.2861 -4.5141 1.3945
H -4.5451 -4.8214 1.0550
H -5.6197 -3.5056 1.3475
H 2.1968 -3.8739 3.0782
H 4.0006 -2.2534 3.5614
H 3.6335 0.1533 2.9609
H 1.4376 0.8320 2.0683
C 4.3905 4.1718 -4.7150
O 3.1667 4.2051 -3.9854
C 2.1473 3.4470 -4.4218
C 0.9301 3.6228 -3.7505
C -0.1783 2.8902 -4.1071
C -0.0937 1.9646 -5.1546
C 1.0988 1.8388 -5.8563
C 2.2286 2.5490 -5.4844
N -1.1541 1.1638 -5.6746
N -2.0856 0.7250 -4.9909
C -2.1679 0.8302 -3.5761
C -3.2206 1.4963 -2.9994
C -3.3998 1.5222 -1.6026
C -2.5332 0.8289 -0.8067
O -2.6034 0.7633 0.5474
C -1.4904 0.0832 -1.3695
N -0.7207 -0.6268 -0.4825
C 0.2843 -1.3389 -0.9790
C 0.5706 -1.4074 -2.3405
C -0.2153 -0.7158 -3.2348
C -1.2784 0.0674 -2.7587
H 5.0440 4.8894 -4.2300
H 4.2324 4.4670 -5.7533
H 4.8428 3.1789 -4.6748
H 0.8774 4.3714 -2.9716
H -1.1150 3.0835 -3.6059
H 1.1252 1.1742 -6.7104
H 3.1446 2.4230 -6.0415
H -3.9129 2.0294 -3.6373
H -4.2115 2.0846 -1.1610
H 0.8899 -1.8900 -0.2720
H 1.4013 -2.0100 -2.6773
H -0.0212 -0.7784 -4.2975
S -0.7928 1.7672 2.4471
C -0.1766 1.4426 4.0569
C 0.7474 2.3004 4.6555
C 1.1664 2.0557 5.9490
C 0.6640 0.9651 6.6558
C -0.2613 0.1188 6.0746
C -0.6871 0.3525 4.7670
S -1.9120 -0.6724 4.0225
H 1.1158 3.1596 4.1097
H 1.8760 2.7233 6.4183
H 0.9902 0.7846 7.6710
H -0.6658 -0.7186 6.6281
*
```